The following is a DFT calculation (ωB97M-V/def2-TZVPD) of a molecular structure, C24H38N2OS2SiSm.

Output
Total charge = +1
Frontier orbital gap (spin up / spin down) = 7.55 / 7.51 eV
Spin multiplicity = 6
E = -77982.6368 eV
Expectation value of S² = 8.777

```
69
Properties=species:S:1:pos:R:3:forces:R:3:mulliken_charge:R:1
Sm 0.952 1.950 -1.177 -0.110 -0.005 0.149 0.894
C 0.369 0.601 6.210 0.020 0.016 0.068 -2.156
C -0.231 -0.309 5.140 0.017 0.051 -0.072 1.986
C -1.758 -0.311 5.292 -0.050 -0.017 0.041 -1.564
C 0.312 -1.731 5.333 0.011 -0.051 0.020 -1.550
C 0.117 0.165 3.736 -0.024 -0.017 0.042 0.440
C 0.893 1.289 3.481 0.038 0.033 -0.066 -0.684
C 1.130 1.667 2.172 -0.006 -0.045 0.062 -0.631
N 0.663 0.996 1.120 0.126 -0.018 -0.035 -0.548
C -0.063 -0.113 1.344 -0.029 -0.038 -0.050 -0.866
C -0.357 -0.536 2.625 0.030 0.018 -0.018 0.385
C -0.536 -0.839 0.129 0.015 0.036 0.063 -0.698
C -1.140 -2.080 0.190 0.008 0.053 -0.046 0.181
C -1.584 -2.716 -0.970 -0.045 -0.088 0.000 0.596
C -1.393 -2.041 -2.169 0.041 0.097 -0.024 -0.780
C -0.766 -0.808 -2.160 -0.061 -0.146 0.043 -0.575
N -0.336 -0.215 -1.046 0.120 0.118 -0.132 -0.031
C -2.239 -4.089 -0.882 0.044 0.078 -0.001 1.964
C -1.237 -5.070 -0.256 0.008 -0.051 0.013 -1.581
C -3.488 -3.983 0.005 -0.030 -0.017 0.031 -1.534
C -2.652 -4.613 -2.255 -0.029 -0.037 -0.045 -2.143
H 0.087 0.227 7.195 0.000 0.002 0.004 0.429
H 0.001 1.625 6.131 -0.026 0.000 -0.011 0.427
H 1.459 0.620 6.170 0.006 -0.024 -0.019 0.425
H -2.024 -0.641 6.297 0.010 0.003 0.008 0.455
H -2.243 -0.988 4.587 0.014 -0.005 -0.021 0.318
H -2.173 0.687 5.144 0.013 0.013 -0.008 0.376
H 0.067 -2.084 6.336 -0.005 0.011 0.011 0.450
H 1.397 -1.759 5.222 0.005 0.011 -0.009 0.383
H -0.122 -2.435 4.623 -0.005 0.000 -0.018 0.314
H 1.312 1.885 4.277 -0.020 -0.004 0.011 0.569
H 1.719 2.554 1.961 -0.011 -0.007 -0.001 0.576
H -0.971 -1.411 2.772 -0.002 0.000 0.012 0.422
H -1.261 -2.569 1.144 -0.005 -0.013 0.006 0.406
H -1.714 -2.454 -3.113 -0.001 -0.014 0.013 0.549
H -0.598 -0.280 -3.092 -0.006 0.009 0.020 0.530
H -0.946 -4.773 0.752 0.002 0.019 0.010 0.314
H -0.334 -5.153 -0.862 0.001 0.014 -0.009 0.382
H -1.688 -6.060 -0.188 -0.016 0.003 -0.007 0.456
H -3.246 -3.660 1.017 0.012 0.008 0.006 0.319
H -3.967 -4.960 0.079 0.004 -0.010 -0.012 0.446
H -4.211 -3.282 -0.414 0.004 0.009 -0.009 0.386
H -1.799 -4.721 -2.927 0.024 -0.004 0.016 0.427
H -3.391 -3.968 -2.734 -0.007 0.015 0.016 0.423
H -3.103 -5.598 -2.140 -0.006 -0.004 -0.004 0.424
C -2.323 5.979 -2.598 0.057 -0.098 0.233 -0.752
O -1.643 5.553 -1.392 -0.220 -0.040 0.029 -0.254
C -1.007 4.415 -1.349 0.561 0.143 -0.102 0.671
S -0.854 3.441 -2.750 -0.065 -0.021 0.218 -0.399
S -0.258 4.085 0.160 -0.113 -0.113 -0.374 -0.329
H -2.759 6.935 -2.331 -0.007 -0.003 -0.062 0.237
H -3.092 5.252 -2.848 0.001 0.039 -0.085 0.356
H -1.604 6.081 -3.408 -0.027 0.002 -0.022 0.362
C 3.022 3.635 -3.958 -0.205 0.173 0.018 -0.897
Si 3.421 1.884 -3.432 0.378 0.081 -0.230 0.166
C 2.058 0.748 -4.081 -0.359 0.016 0.001 -0.927
C 5.043 1.390 -4.200 0.087 -0.114 -0.007 -1.015
C 3.308 1.768 -1.604 -0.351 0.082 0.363 -1.067
H 3.203 3.797 -5.022 0.018 -0.056 -0.025 0.309
H 3.640 4.351 -3.411 0.036 -0.014 0.000 0.328
H 1.975 3.911 -3.779 0.035 -0.010 0.030 0.255
H 2.041 0.670 -5.169 0.084 -0.005 -0.014 0.466
H 1.054 1.141 -3.838 -0.025 -0.027 0.004 0.075
H 2.136 -0.264 -3.673 0.017 -0.014 -0.010 0.392
H 5.015 1.473 -5.288 -0.006 0.000 -0.013 0.307
H 5.313 0.362 -3.946 0.002 -0.004 -0.005 0.315
H 5.843 2.037 -3.835 0.005 0.011 -0.001 0.302
H 3.901 2.547 -1.109 0.021 -0.010 0.011 0.457
H 3.658 0.792 -1.239 0.001 -0.018 -0.002 0.333
```
Forces are in eV/Å.



The following is a DFT calculation (ωB97M-V/def2-TZVPD) of a molecular structure, C24H38N4O5PTb.

Output
Frontier orbital gap (spin up / spin down) = 8.54 / 8.34 eV
Spin multiplicity = 7
E = -73429.6958 eV
Expectation value of S² = 12.675

```
73
Properties=species:S:1:pos:R:3:forces:R:3:mulliken_charge:R:1
Tb 0.025 -0.820 0.249 -0.966 0.857 -0.319 0.175
O 1.588 -0.547 -2.110 -0.222 -0.411 0.022 0.204
C 2.925 -1.016 -2.156 0.362 -0.332 0.171 -0.906
C 3.092 -2.271 -1.284 -0.302 0.339 -0.338 -1.115
N 2.515 -2.011 0.033 0.018 -0.229 0.290 0.490
C 2.231 -3.230 0.800 -0.298 -0.090 0.405 -0.605
C 1.217 -2.800 1.903 1.886 -1.169 0.748 0.524
O 1.623 -2.624 3.049 -0.059 -0.045 -0.075 -0.643
O 0.036 -2.603 1.492 -0.961 -0.089 -0.357 -0.478
C 3.365 -1.079 0.785 -0.035 0.697 -0.126 -0.756
C 2.933 0.399 0.521 1.890 -0.450 0.051 0.331
O 3.801 1.243 0.346 -0.227 -0.021 0.069 -0.776
O 1.680 0.595 0.525 -0.726 0.350 0.145 -0.008
H 1.040 -1.173 -2.611 -0.085 0.219 0.017 -0.539
H 3.548 -0.207 -1.772 0.022 -0.044 -0.136 0.401
H 3.219 -1.234 -3.192 0.018 0.056 0.162 0.431
H 4.160 -2.534 -1.231 -0.127 -0.009 0.073 0.333
H 2.555 -3.108 -1.739 0.043 0.053 0.072 0.478
H 3.131 -3.670 1.251 -0.129 0.091 -0.046 0.348
H 1.741 -3.960 0.148 0.076 0.124 0.030 0.381
H 4.429 -1.194 0.531 -0.230 0.015 0.021 0.279
H 3.258 -1.266 1.858 -0.048 -0.013 -0.067 0.551
N 0.065 -0.188 2.912 0.195 -0.234 0.330 -0.105
C -0.198 1.097 3.553 0.108 0.475 -0.296 -0.892
C -0.076 2.194 2.488 0.030 -0.174 0.348 -0.762
N -0.852 1.851 1.302 0.233 0.413 -0.365 0.219
C -2.287 2.073 1.419 -0.152 -0.400 0.145 -0.523
C -3.012 0.766 1.770 0.132 0.406 -0.022 -0.939
N -2.592 -0.276 0.833 -0.012 -0.349 -0.308 -0.190
H -0.201 -0.966 3.518 0.240 0.130 -0.253 0.222
H 1.078 -0.273 2.795 -0.255 -0.127 0.245 0.072
H 0.506 1.327 4.367 -0.187 -0.073 -0.077 0.457
H -1.204 1.097 3.979 0.061 -0.052 0.024 0.296
H 0.970 2.259 2.179 -0.084 0.052 0.016 0.328
H -0.382 3.162 2.916 0.071 -0.100 -0.044 0.520
H -0.476 2.389 0.528 -0.091 -0.056 0.116 -0.115
H -2.678 2.423 0.460 0.060 0.045 0.028 0.256
H -2.523 2.831 2.179 -0.021 -0.004 -0.113 0.349
H -4.099 0.941 1.744 0.194 -0.065 0.069 0.470
H -2.741 0.446 2.774 -0.052 -0.034 -0.021 0.288
H -3.011 -0.093 -0.081 0.053 -0.283 0.192 0.125
H -2.923 -1.182 1.158 -0.059 0.109 -0.225 0.297
C -1.748 2.601 -2.206 0.172 -0.281 0.221 -1.672
P -0.400 1.338 -1.929 -0.377 0.707 -1.121 2.129
C 1.017 2.492 -2.119 -0.098 -0.343 0.168 -1.545
C -0.566 0.560 -3.587 -0.035 -0.097 0.243 0.296
C -1.747 -0.141 -3.816 0.029 0.182 -0.033 -0.372
C -1.963 -0.790 -5.017 -0.134 -0.005 -0.038 -0.631
C -0.991 -0.765 -6.003 -0.015 -0.022 -0.015 -0.563
C 0.195 -0.087 -5.779 0.037 -0.059 -0.091 -0.803
C 0.408 0.570 -4.577 0.027 0.115 0.075 -0.389
H -1.668 3.018 -3.207 0.055 0.051 -0.034 0.458
H -1.662 3.406 -1.479 -0.047 0.086 0.113 0.483
H -2.726 2.136 -2.108 -0.135 -0.005 0.022 0.396
H 0.985 3.016 -3.072 -0.034 0.026 -0.041 0.475
H 1.949 1.948 -2.005 0.122 0.015 -0.014 0.198
H 0.964 3.216 -1.307 0.036 0.092 0.054 0.491
H -2.492 -0.181 -3.034 -0.120 -0.105 -0.004 0.067
H -2.884 -1.330 -5.176 -0.091 -0.071 0.002 0.431
H -1.152 -1.282 -6.937 -0.014 -0.038 -0.070 0.405
H 0.961 -0.079 -6.542 0.062 0.037 -0.033 0.423
H 1.345 1.076 -4.406 0.128 0.087 0.012 0.385
C -2.310 -4.050 -3.488 -0.054 -0.026 -0.018 -0.527
C -0.960 -3.781 -3.588 0.167 -0.089 -0.126 -0.865
C -0.333 -2.968 -2.655 0.165 0.246 0.347 0.010
C -0.970 -2.330 -1.563 -0.180 -0.395 -0.583 1.306
C -2.339 -2.689 -1.504 0.352 0.248 0.300 -0.420
C -2.990 -3.511 -2.413 -0.244 0.026 0.084 -1.012
H -2.812 -4.676 -4.212 -0.019 -0.048 -0.023 0.413
H -0.380 -4.211 -4.393 0.054 -0.032 -0.083 0.427
H 0.743 -2.873 -2.812 0.005 0.035 0.024 -0.023
H -2.946 -2.334 -0.677 -0.109 0.070 0.065 0.139
H -4.040 -3.738 -2.269 -0.067 0.017 -0.007 0.418
```
Forces are in eV/Å.



The following is a DFT calculation (ωB97M-V/def2-TZVPD) of 6 unconnected molecules or ions with the total composition C24H38N6.

Output
Frontier orbital gap = 8.51 eV
Spin multiplicity = 1
E = -34442.9688 eV
SMILES = c1cc[nH]c1.c1cc[nH]c1.CCCC#N.CCCC#N.CCCC#N.CCCC#N

```
68
Properties=species:S:1:pos:R:3:forces:R:3:mulliken_charge:R:1
C 2.262 -4.944 1.719 1.366 -0.870 -0.693 -0.529
C 1.190 -4.080 1.499 -0.628 0.756 0.279 -0.781
C 1.657 -2.786 1.631 0.417 -0.484 0.436 -0.448
N 3.005 -2.877 1.909 -0.459 -0.263 -0.546 0.159
C 3.402 -4.196 1.886 -0.327 0.914 0.649 -0.501
H 2.274 -6.017 1.605 -0.174 0.010 0.148 0.372
H 0.175 -4.410 1.344 -0.063 0.252 -0.096 0.435
H 1.180 -1.825 1.671 -0.212 -0.067 -0.095 0.569
H 3.597 -2.086 2.076 0.113 0.036 -0.022 0.216
H 4.442 -4.414 2.057 -0.067 -0.335 -0.024 0.425
C -3.541 2.043 1.178 0.770 0.649 0.770 -0.316
C -3.401 3.468 1.341 -0.124 -0.302 -0.660 -0.767
C -2.307 3.703 2.157 -0.714 -0.701 -0.091 -0.616
N -1.849 2.476 2.542 0.944 0.234 0.177 0.129
C -2.543 1.494 1.946 -0.548 -0.846 -0.430 -0.670
H -4.242 1.431 0.639 -0.253 0.337 -0.153 0.652
H -4.024 4.175 0.814 0.127 0.268 0.242 0.392
H -1.801 4.562 2.559 -0.294 0.291 -0.198 0.427
H -1.024 2.341 3.106 0.002 -0.113 0.158 0.277
H -2.301 0.447 2.038 0.123 0.121 0.348 0.605
C -0.746 -0.058 -0.817 -0.131 -0.174 0.703 0.114
C 0.502 0.654 -1.312 0.428 0.524 0.469 -0.289
C 1.769 0.411 -0.438 -0.021 -0.268 -0.073 -0.479
C 1.414 0.552 0.954 -0.360 -0.058 0.955 0.113
N 1.097 0.712 2.049 0.137 -0.075 -0.177 -0.361
H -0.614 -1.137 -0.706 0.033 -0.073 -0.341 0.326
H -1.612 0.155 -1.442 0.532 -0.281 -0.174 -0.738
H -1.043 0.287 0.179 0.237 0.125 -0.134 0.119
H 0.334 1.727 -1.218 -0.176 0.073 -0.472 0.345
H 0.700 0.390 -2.349 0.173 0.186 0.004 0.262
H 2.591 1.133 -0.511 -0.244 0.045 -0.857 0.401
H 2.207 -0.576 -0.598 -0.112 -0.083 0.043 0.237
C 0.555 -3.055 -3.781 0.816 0.908 0.048 -1.318
C 0.208 -1.751 -4.502 -0.416 0.591 0.359 0.322
C 1.304 -1.223 -5.425 0.427 -0.971 -0.699 -0.372
C 0.813 -0.281 -6.428 0.129 0.083 0.416 0.129
N 0.422 0.415 -7.249 -0.087 0.232 -0.228 -0.426
H 0.920 -3.833 -4.449 -0.237 -0.097 -0.059 0.377
H -0.232 -3.420 -3.127 -0.196 -0.033 -0.201 0.358
H 1.391 -2.779 -3.128 0.062 -0.414 0.087 0.275
H 0.081 -0.963 -3.755 -0.294 -0.181 0.078 -0.488
H -0.739 -1.744 -5.039 0.031 -0.366 -0.052 0.464
H 1.717 -2.045 -6.026 -0.053 -0.057 0.129 0.289
H 2.170 -0.828 -4.892 -0.169 0.238 0.080 0.342
C 4.138 0.384 4.236 -0.534 0.342 0.449 -1.326
C 2.925 -0.345 4.830 0.718 -0.354 -1.034 -0.001
C 2.176 0.424 5.926 0.528 0.171 -0.415 -0.528
C 1.124 1.326 5.443 0.612 -0.995 0.025 0.300
N 0.309 1.996 5.009 -0.618 0.619 -0.261 -0.468
H 4.877 0.543 5.025 0.085 0.124 -0.117 0.425
H 3.838 1.350 3.826 0.174 -0.028 -0.119 0.293
H 4.603 -0.224 3.460 0.011 0.075 -0.081 0.318
H 3.360 -1.271 5.215 -0.506 -0.043 0.394 0.311
H 2.279 -0.630 3.998 -0.286 0.026 0.245 0.052
H 2.915 1.080 6.393 -0.108 -0.243 0.535 0.248
H 1.773 -0.311 6.617 -0.172 0.336 0.319 0.297
C -3.643 3.436 -2.696 0.850 0.284 -0.236 -1.290
C -4.518 2.259 -2.307 -1.953 0.598 -1.108 -0.424
C -3.879 0.877 -2.355 1.253 0.099 0.769 0.579
C -3.001 0.591 -3.501 -0.217 0.292 -0.283 0.113
N -2.314 0.320 -4.383 -0.145 0.104 0.258 -0.479
H -2.799 3.522 -2.006 -0.049 0.076 0.087 0.249
H -4.161 4.396 -2.706 -0.310 -0.186 0.424 0.382
H -3.200 3.415 -3.697 -0.120 -0.603 -0.013 0.409
H -5.431 2.247 -2.918 0.343 -0.012 -0.513 0.343
H -5.005 2.509 -1.363 0.650 -0.565 0.504 0.306
H -4.516 -0.002 -2.265 -0.487 0.344 0.128 0.362
H -3.206 0.860 -1.487 -0.228 -0.219 -0.053 -0.500
```
Forces are in eV/Å.



Relative energy (zero: lowest compared OMol25 entry of this formula, charge and spin) for every record listed, in sequence, given in kcal per mole: 0.00; 15.05; 44.86.
F_max for every record listed, in sequence, given in eV/A: 0.6; 2.3; 2.3.